[1]
C31H27BBrN3O2PdS as an isolated structure, computed with ωB97M-V/def2-TZVPD.

Results
* total charge: 0
* energy relative to the best compared isomer or geometry (same formula, charge and spin): 35.1 kJ/mol
* Kohn-Sham gap (alpha / beta): 5.70 / 5.70 eV

CARTESIAN COORDINATES (ANGSTROEM)
Pd  1.138931  -1.640865  0.131973
S  0.445148  -3.136506  4.250091
C  1.152427  -1.585457  4.418781
C  1.354539  -0.971643  3.219878
C  0.937883  -1.754163  2.104569
C  0.420983  -2.962220  2.514811
C  -0.058808  -3.998808  1.624602
C  -0.825054  -5.088719  2.051033
C  -1.279675  -5.999325  1.120329
C  -0.955184  -5.819999  -0.218965
C  -0.180544  -4.728425  -0.562822
N  0.260218  -3.836762  0.322833
H  1.371140  -1.213291  5.408095
H  1.773957  0.020651  3.127821
H  -1.069744  -5.191686  3.099575
H  -1.891732  -6.836582  1.430391
H  -1.292304  -6.512639  -0.977432
H  0.106443  -4.555077  -1.594010
Br  -3.210325  -2.030267  -5.895884
C  -1.741320  -1.920207  -4.695059
C  -1.960956  -2.026245  -3.331338
C  -0.890425  -1.917719  -2.466858
C  0.412011  -1.707783  -2.936324
C  0.601597  -1.622093  -4.322315
C  -0.465240  -1.721705  -5.194534
N  1.435053  -1.613380  -1.985535
C  2.679050  -1.560686  -2.333504
C  3.737250  -1.527984  -1.363839
C  5.087292  -1.571237  -1.747055
C  6.065586  -1.598417  -0.782796
C  5.694424  -1.566174  0.559377
C  4.345224  -1.501552  0.863066
N  3.398962  -1.487372  -0.063177
H  -2.960432  -2.185050  -2.951156
H  -1.044231  -1.977635  -1.398008
H  1.586608  -1.458889  -4.738779
H  -0.307172  -1.643123  -6.261193
H  2.965872  -1.568275  -3.381204
H  5.332504  -1.596174  -2.802412
H  7.111296  -1.643298  -1.056802
H  6.435553  -1.593154  1.345676
H  4.003132  -1.462978  1.892255
C  -2.217755  6.506462  0.300123
C  -2.401154  5.444847  1.396064
C  -1.582966  5.870629  2.616286
C  -3.880313  5.387602  1.806990
C  -1.962912  4.081022  0.859039
C  -2.622152  3.549116  -0.253146
C  -2.282439  2.325953  -0.820254
C  -1.250267  1.631895  -0.229653
O  -0.705938  0.418056  -0.555410
B  0.314679  0.166917  0.385862
O  0.389124  1.252492  1.257579
C  -0.586903  2.140483  0.876835
C  -0.917531  3.356472  1.436043
H  -2.478723  7.495570  0.684643
H  -2.852661  6.302369  -0.562016
H  -1.180471  6.531049  -0.038546
H  -1.924483  6.847904  2.961450
H  -0.522272  5.954646  2.372809
H  -1.703443  5.162986  3.438636
H  -4.189391  6.345994  2.231240
H  -4.039373  4.610352  2.556440
H  -4.524448  5.173857  0.954112
H  -3.432777  4.105781  -0.706142
H  -2.797357  1.934098  -1.687721
H  -0.368017  3.716378  2.294560

Atoms 1-3, force components in eV/Å:
Pd -0.76 0.11 1.00
S 0.03 0.12 -0.24
C -0.03 -0.14 0.08

natural (NBO) atomic charge list, values in e, 5 entries:
1 Pd 0.486
2 S 0.387
3 C -0.400
4 C -0.309
5 C -0.152

[2]
C31H27BF8O2S as an isolated structure, computed with ωB97M-V/def2-TZVPD.

Results
* total charge: 0
* energy relative to the best compared isomer or geometry (same formula, charge and spin): 307.4 kJ/mol
* Kohn-Sham gap: 6.55 eV

CARTESIAN COORDINATES (ANGSTROEM)
C  -1.187561  -5.372433  2.405684
C  -0.655897  -4.204098  1.661077
C  0.213502  -4.263893  0.587198
C  0.531392  -3.009197  0.023015
C  -0.180444  -1.988249  0.583752
B  0.203592  -0.147840  0.486940
C  -0.978061  -0.561592  -0.585163
C  -2.334306  -0.393222  -0.271771
C  -3.299867  -0.390020  -1.274371
C  -4.738212  -0.172133  -0.915166
F  -5.591261  -0.795001  -1.780986
F  -5.026617  -0.612903  0.346208
F  -5.055201  1.175683  -0.944280
C  -2.939993  -0.520180  -2.614576
C  -1.590160  -0.629886  -2.931885
C  -1.119708  -0.610988  -4.354424
F  -0.324748  0.505596  -4.589496
F  -0.352597  -1.701026  -4.659530
F  -2.139515  -0.549393  -5.252575
C  -0.615481  -0.696408  -1.930314
O  -0.258755  0.035161  1.839888
C  0.636363  -0.013840  2.936089
C  2.060335  -0.607319  2.662737
C  3.046357  0.295231  3.380936
C  2.128838  -1.993822  3.254028
C  2.537835  -0.736097  1.187774
O  1.562638  -0.509600  0.196728
S  -1.106015  -2.569147  1.958263
H  -0.799961  -6.294063  1.977084
H  -0.914089  -5.339445  3.457055
H  -2.272431  -5.389593  2.348183
H  0.592142  -5.211145  0.186753
H  1.200089  -2.841964  -0.837214
H  -2.642806  -0.304622  0.767469
H  -3.689104  -0.512343  -3.391064
H  0.428497  -0.864452  -2.197907
H  0.706345  1.029836  3.288170
H  0.134111  -0.580869  3.741501
H  4.073332  -0.067904  3.247128
H  2.991411  1.319931  2.987877
H  2.826970  0.333070  4.456317
H  3.144228  -2.393426  3.121645
H  1.888854  -1.966651  4.324891
H  1.413282  -2.649068  2.744147
H  3.356082  -0.024444  0.980953
H  2.927920  -1.745236  0.984031
F  5.007644  2.833032  -3.093639
C  3.886316  2.549671  -2.362593
C  3.958332  2.528552  -0.966135
C  2.810127  2.202065  -0.244289
C  1.624964  1.807965  -0.885833
C  0.446333  1.431860  -0.020336
C  -0.739832  2.312900  -0.241186
C  -1.175230  3.142244  0.784884
C  -2.301675  3.954968  0.611960
C  -2.953834  3.933741  -0.634257
F  -4.082294  4.700914  -0.791734
C  -2.499893  3.161133  -1.671827
C  -1.399955  2.357448  -1.472238
C  1.566438  1.927647  -2.270357
C  2.690425  2.312599  -3.020852
H  4.890979  2.756058  -0.474196
H  2.831876  2.275682  0.840213
H  0.792442  1.665175  0.988889
H  -0.632330  3.132875  1.727132
H  -2.672384  4.573519  1.404094
H  -3.021517  3.157859  -2.643341
H  -1.078470  1.684247  -2.264960
H  0.647246  1.747040  -2.797010
H  2.612967  2.389812  -4.095190

Atoms 1-3, force components in eV/Å:
C -0.16 0.13 0.31
C 0.89 0.20 -1.49
C -0.24 -0.59 0.77

natural (NBO) atomic charge list, values in e, 5 entries:
1 C -0.640
2 C -0.182
3 C -0.260
4 C -0.305
5 C -0.036

[3]
C31H27BrI2N3O2STi as an isolated structure, computed with ωB97M-V/def2-TZVPD.

Results
* total charge: +2
* Kohn-Sham gap (alpha / beta): 5.69 / 5.69 eV
* spin multiplicity: 2
* <S²>: 0.76

CARTESIAN COORDINATES (ANGSTROEM)
Ti  0.095657  -0.875783  -0.082416
I  3.390667  3.969192  2.121143
C  1.869322  3.952430  3.610920
I  1.067354  2.043329  4.062321
H  1.032567  4.639725  3.429463
H  2.308036  4.330985  4.561692
Br  0.231555  -3.510165  -0.422645
C  0.893083  -3.466182  -2.145699
C  1.139260  -4.684430  -2.710935
C  1.649085  -4.703816  -4.002312
C  1.856588  -3.521602  -4.642233
C  1.696195  -2.268480  -3.999300
C  1.933476  -1.033990  -4.707010
C  1.817164  0.120701  -3.997293
C  1.413834  0.148078  -2.673127
C  1.013670  -1.001931  -1.961993
C  1.181231  -2.216961  -2.698504
H  0.831438  -5.585370  -2.189150
H  1.785113  -5.647451  -4.451109
H  2.209960  -3.493973  -5.672921
H  2.386597  -1.089420  -5.687392
H  2.254844  1.003001  -4.415599
H  1.405739  1.146559  -2.230137
C  -6.074411  0.350135  0.229455
O  -4.719754  -0.041158  0.108306
C  -3.966470  -0.161908  1.209436
C  -4.490847  -0.148295  2.534418
C  -3.641280  -0.271052  3.628268
C  -2.268682  -0.380579  3.415449
C  -1.838185  -0.567219  2.117059
C  -2.674779  -0.537610  1.006719
N  -2.138256  -0.878933  -0.398143
C  -2.631521  -0.063863  -1.527323
C  -2.253255  1.186586  -1.626567
C  -2.918084  2.007957  -2.671166
C  -2.696876  3.301143  -2.729473
C  -1.679358  3.804670  -1.867928
C  -0.984495  3.139923  -0.890549
C  -1.194647  1.730821  -0.854137
O  -0.374832  1.050834  -0.164912
H  -6.430447  0.695862  -0.761475
H  -6.154945  1.188987  0.888346
H  -6.733284  -0.482106  0.557946
H  -5.550172  0.128307  2.628377
H  -4.021390  -0.121020  4.577965
H  -1.563871  -0.321229  4.202790
H  -0.764424  -0.574483  2.080525
H  -2.618356  -1.750717  -0.617462
H  -3.388933  -0.509007  -2.125970
H  -3.622652  1.609126  -3.366576
H  -3.124188  4.132913  -3.389274
H  -1.545086  4.841643  -1.905753
H  -0.153775  3.496452  -0.344974
N  5.934828  0.869369  3.416543
C  5.182499  -0.213391  3.503719
S  5.532959  -1.530132  4.364641
C  3.941847  -0.279996  2.676187
C  2.783573  -0.953890  3.224613
C  1.699792  -1.239512  2.428100
N  1.693736  -0.849663  1.176661
C  2.705186  -0.186414  0.587646
C  3.879110  0.080238  1.335674
H  6.908934  0.932608  3.687553
H  5.480206  1.710615  3.109627
H  2.829649  -1.256896  4.228279
H  0.821742  -1.763372  2.802690
H  2.665311  -0.035004  -0.424416
H  4.695472  0.604812  0.843368

Atoms 1-3, force components in eV/Å:
Ti -0.58 0.13 -1.26
I -0.41 0.08 0.17
C 0.05 0.85 1.32

natural (NBO) atomic charge list, values in e, 5 entries:
1 Ti 1.475
2 I 0.158
3 C -0.745
4 I 0.134
5 H 0.242

[4]
C31H27CeN5O7 as an isolated structure, computed with ωB97M-V/def2-TZVPD.

Results
* total charge: +1
* energy relative to the best compared isomer or geometry (same formula, charge and spin): 49.6 kJ/mol
* Kohn-Sham gap (alpha / beta): 7.16 / 7.16 eV
* spin multiplicity: 2
* <S²>: 0.75

CARTESIAN COORDINATES (ANGSTROEM)
Ce  -0.050551  1.217081  -1.307420
C  0.612133  -5.408177  4.440824
O  0.163727  -4.094858  4.607594
C  -1.118645  -3.903477  4.229776
C  -1.573889  -2.568971  4.333267
C  -2.746319  -2.130570  3.830597
C  -3.676411  -3.116113  3.377242
C  -3.338563  -4.446185  3.443446
C  -2.040623  -4.883330  3.774860
N  -5.000341  -2.852448  2.839144
N  -5.300080  -1.849437  2.188075
C  -4.247143  -0.943983  1.730817
C  -4.262666  0.392293  2.086870
C  -3.420899  1.312618  1.504113
C  -2.585374  0.941087  0.491968
O  -1.732709  1.780001  -0.100788
C  -2.527301  -0.410718  0.101006
N  -1.529175  -0.771155  -0.856133
C  -1.398398  -2.049337  -1.121481
C  -2.196245  -3.060147  -0.588638
C  -3.147464  -2.752639  0.326409
C  -3.336066  -1.354939  0.752423
H  1.713265  -5.431063  4.638638
H  0.443358  -5.745810  3.445884
H  0.085852  -6.013704  5.193006
H  -0.857340  -1.905225  4.866153
H  -3.018265  -1.088204  3.832397
H  -4.084229  -5.225709  3.183246
H  -1.833350  -5.926409  3.738591
H  -4.918118  0.796149  2.844130
H  -3.509720  2.356526  1.765091
H  -0.647445  -2.358034  -1.872411
H  -2.089146  -4.141126  -0.843007
H  -3.853529  -3.530413  0.641156
O  0.696504  -0.295288  -3.263521
C  1.273062  0.101134  -4.511627
C  0.316055  0.286590  -5.618742
C  -0.961078  1.143241  -5.289956
C  -0.581753  2.479838  -4.697420
C  -0.689630  3.641611  -5.448135
C  -0.318920  4.893207  -4.932138
C  0.231533  4.949783  -3.662385
C  0.274576  3.772769  -2.963908
N  -0.043330  2.578673  -3.467999
H  1.271931  -0.946549  -2.831899
H  2.044363  -0.614175  -4.731663
H  1.768500  1.009696  -4.316213
H  -0.038458  -0.650390  -6.067478
H  0.924164  0.814652  -6.391227
H  -1.547627  0.512605  -4.622553
H  -1.478327  1.164130  -6.216298
H  -1.218739  3.531685  -6.365217
H  -0.434165  5.790997  -5.576540
H  0.520111  5.890278  -3.248665
H  0.577635  3.886622  -1.908220
O  1.581433  2.468998  -0.289338
C  2.336410  1.493241  0.005948
O  2.043329  0.280234  -0.287964
C  3.571889  1.857427  0.779938
C  4.334857  0.859613  1.393167
C  5.450751  1.191021  2.178648
C  5.806980  2.523860  2.201804
C  5.096576  3.493841  1.635680
C  3.973166  3.159117  0.939269
N  6.869457  2.932490  3.059821
O  7.608064  2.038154  3.327661
O  6.918018  4.109597  3.335085
H  4.009104  -0.164029  1.280492
H  5.992662  0.444004  2.753011
H  5.380170  4.530132  1.795728
H  3.462396  4.007619  0.506011

Atoms 1-3, force components in eV/Å:
Ce -0.04 -0.21 -0.51
C 1.26 -0.44 1.54
O -0.49 0.57 -0.33

Mulliken atomic charge list, values in e, 5 entries:
1 Ce 0.819
2 C -0.851
3 O -0.410
4 C 0.734
5 C -0.690

Number 1: maximum force 0.0357 hartree/bohr. Number 2: maximum force 0.0593 hartree/bohr. Number 3: maximum force 0.0894 hartree/bohr. Number 4: maximum force 0.0511 hartree/bohr.